(1)
DFT (ωB97M-V/def2-TZVPD) results for a structure of composition C21H29InN5O4P in a non-equilibrium geometry.

XYZ file:
```
61
Properties=species:S:1:pos:R:3:nbo_charge:R:1
In -0.5954 -0.5966 -0.2849 1.993
O -1.1715 1.4294 -0.5100 -0.872
C -0.9801 2.1858 -1.5900 0.460
C -0.7923 3.5640 -1.4202 -0.304
C -0.6591 4.4136 -2.4979 -0.126
C -0.7007 3.9254 -3.8068 -0.247
C -0.8673 2.5772 -3.9959 -0.115
C -0.9938 1.6826 -2.9146 -0.263
C -1.1294 0.2851 -3.2552 0.220
N -1.1413 -0.6908 -2.4257 -0.589
C -1.1978 -2.0856 -2.8713 -0.248
C -2.0658 -2.8597 -1.8919 -0.240
N -1.6872 -2.5070 -0.5077 -0.618
C -2.1455 -3.2387 0.4456 0.255
C -2.0423 -2.9992 1.8593 -0.254
C -2.4382 -4.0537 2.7046 -0.109
C -2.4050 -3.9293 4.0699 -0.246
C -1.9800 -2.7182 4.6211 -0.136
C -1.6042 -1.6625 3.8155 -0.227
C -1.6333 -1.7746 2.4260 0.385
O -1.2978 -0.7054 1.6872 -0.915
H -0.7764 3.9593 -0.4109 0.204
H -0.5307 5.4756 -2.3245 0.236
H -0.6167 4.5975 -4.6491 0.243
H -0.9053 2.1744 -5.0032 0.224
H -1.2021 0.0573 -4.3220 0.196
H -0.1854 -2.4923 -2.8527 0.222
H -1.5893 -2.1815 -3.8833 0.227
H -1.9679 -3.9303 -2.0708 0.227
H -3.1105 -2.5837 -2.0448 0.217
H -2.6889 -4.1438 0.1660 0.196
H -2.7757 -4.9812 2.2527 0.223
H -2.7046 -4.7506 4.7064 0.239
H -1.9450 -2.6034 5.6973 0.231
H -1.2593 -0.7333 4.2513 0.218
N -1.2551 1.9005 1.7931 -0.735
C 0.0185 2.1282 2.5397 -0.617
P 1.1952 0.7536 2.2481 2.180
O 1.1143 -0.2838 3.3243 -1.114
O 1.0924 0.4162 0.7785 -1.163
C 2.8709 1.4905 2.5907 -0.604
N 3.5631 0.4512 3.4347 -0.697
H -1.1112 1.9369 0.7542 0.452
H -1.9851 2.5534 2.0679 0.424
H -1.5767 0.9170 1.9279 0.469
H -0.1856 2.1782 3.6085 0.254
H 0.4610 3.0700 2.2160 0.239
H 2.7891 2.4030 3.1783 0.251
H 3.4312 1.6967 1.6848 0.255
H 4.0879 0.8418 4.2140 0.442
H 4.1911 -0.1365 2.8901 0.439
H 2.7620 -0.1534 3.7777 0.487
C 4.3064 -0.1982 -3.2938 -0.589
C 2.9572 0.4504 -2.9486 -0.523
C 2.1353 -0.4093 -2.0912 0.469
N 1.5212 -1.1228 -1.4321 -0.450
H 4.8874 0.4941 -3.8999 0.243
H 4.1652 -1.1181 -3.8591 0.231
H 4.8741 -0.4302 -2.3929 0.221
H 2.3831 0.6646 -3.8515 0.265
H 3.0928 1.4002 -2.4287 0.263
```

Its net charge is +2. The largest force on an atom is 2.449 eV/Å. For the energy, the calculation gives -52340.7161 eV. Its multiplicity is 1. As for the frontier orbital gap: 8.02 eV.

***

(2)
DFT (ωB97M-V/def2-TZVPD) results for a cluster of 2 separate species, C4H15N2O2 in total in a non-equilibrium geometry.

XYZ file:
```
23
Properties=species:S:1:pos:R:3:lowdin_spin:R:1
N -1.2409 1.1908 -2.0488 0.199
C -2.3823 0.5457 -1.2044 0.128
C -1.7502 -0.0215 0.0338 0.032
N -0.9092 1.1439 0.4001 0.028
C 0.4418 0.9784 0.8183 0.023
C 1.5092 0.5050 -0.2065 0.032
O 1.4802 1.0791 -1.4511 0.086
H -1.0902 0.6347 -2.9246 0.128
H -0.4597 1.0863 -1.4887 0.023
H -1.1962 2.2718 -2.1117 0.194
H -3.1292 1.2732 -1.0279 0.032
H -2.7359 -0.1781 -1.8311 0.030
H -2.4763 -0.3956 0.8396 0.005
H -1.1642 -0.8650 -0.1430 0.007
H -1.2734 1.9386 0.9419 0.021
H 0.6201 2.0968 1.1163 0.008
H 0.6369 0.4040 1.6963 0.001
H 1.4286 -0.6165 -0.4718 0.007
H 2.5395 0.6310 0.2787 0.006
H 2.3344 1.5434 -1.4923 0.010
H 2.2951 -5.4171 2.9413 0.000
H 2.9247 -4.4054 3.7296 0.000
O 2.1306 -4.6279 3.3062 0.000
```

As for the energy relative to the best compared isomer or geometry (same formula, charge and spin): 82.0 kcal per mole. The largest force on an atom is 5.264 eV/Å. For the energy, the calculation gives -11460.8514 eV. Its multiplicity is 2. As for the frontier orbital gap (alpha / beta): 3.63 / 9.86 eV.

***

(3)
DFT (ωB97M-V/def2-TZVPD) results for the molecule C11H15N3O2.

XYZ file:
```
31
Properties=species:S:1:pos:R:3:nbo_charge:R:1
C 5.2756 0.6362 -0.9256 -0.639
C 4.9738 0.0333 0.4442 -0.060
O 3.8635 -0.8369 0.4267 -0.501
C 2.5941 -0.3276 0.3486 0.298
C 2.2650 1.0281 0.4366 -0.323
C 0.9528 1.4632 0.3730 -0.185
C -0.0496 0.5217 0.2180 0.067
N -1.4166 0.6686 0.1208 -0.530
C -1.8845 -0.5383 -0.0106 0.551
N -3.2053 -0.8710 -0.0684 -0.605
C -4.1811 0.1753 -0.2685 -0.242
C -5.5400 -0.2507 0.2966 -0.058
O -6.4996 0.7695 0.2142 -0.705
N -0.9070 -1.5081 -0.0233 -0.585
C 0.2928 -0.8471 0.1322 0.189
C 1.5956 -1.2881 0.1926 -0.318
H 6.1656 1.2570 -0.8659 0.212
H 4.4426 1.2424 -1.2729 0.215
H 5.4457 -0.1585 -1.6478 0.213
H 4.8411 0.8216 1.1959 0.168
H 5.8071 -0.6016 0.7599 0.190
H 3.0393 1.7678 0.5641 0.214
H 0.7155 2.5124 0.4430 0.220
H -3.4205 -1.7603 -0.4960 0.381
H -3.8108 1.0576 0.2561 0.241
H -4.2893 0.4303 -1.3352 0.168
H -5.4425 -0.4849 1.3585 0.186
H -5.8903 -1.1543 -0.2288 0.143
H -6.5564 1.0759 -0.6982 0.463
H -1.0404 -2.5031 -0.0702 0.412
H 1.8637 -2.3306 0.1304 0.221
```

As for the energy relative to the best compared isomer or geometry (same formula, charge and spin): 12.6 kcal per mole. The largest force on an atom is 0.732 eV/Å. Its SMILES is CCOc1ccc2nc(NCCO)[nH]c2c1. For the energy, the calculation gives -20215.7705 eV. Its multiplicity is 1. As for the frontier orbital gap: 7.98 eV.

***

(4)
DFT (ωB97M-V/def2-TZVPD) results for a structure of composition C17H18N4O4ReS in a non-equilibrium geometry.

XYZ file:
```
45
Properties=species:S:1:pos:R:3:lowdin_spin:R:1
Re -1.4580 -0.5883 -1.4948 2.480
O 0.3710 -0.1825 -2.3002 0.086
N 0.4817 1.1397 -2.7585 0.017
C 1.7391 1.6340 -2.8623 0.005
C 1.9411 2.9099 -3.2696 0.011
C 0.8624 3.8053 -3.5653 0.012
C -0.4000 3.2835 -3.3507 0.003
C -0.5966 1.9229 -2.9821 0.022
S -2.1606 1.3279 -2.6933 0.062
H 2.5531 0.9503 -2.5516 0.000
H 2.9524 3.2613 -3.2697 0.001
H 1.0118 4.8503 -3.9412 0.000
H -1.3020 3.9977 -3.5233 -0.001
N -3.4557 -2.5796 -0.1273 0.000
N -3.3117 -1.2125 -0.5793 0.040
H -4.0750 -2.6364 0.6670 -0.001
H -2.5345 -2.9296 0.0731 0.001
H -3.4245 -0.5619 0.1937 0.008
H -4.0268 -0.9726 -1.1679 0.011
O -2.6587 0.6215 1.4348 0.009
C -1.4320 0.5308 1.4423 0.018
O -0.6584 0.1983 0.4394 0.117
C -0.7519 0.8489 2.7529 0.004
C -1.5512 0.9722 3.8610 0.001
C -0.9619 1.3744 5.0614 0.000
C 0.3879 1.5928 5.1478 0.001
C 1.1744 1.5379 4.0052 0.000
C 0.5842 1.2354 2.8227 0.002
H -2.6105 0.7313 3.8307 0.000
H -1.6587 1.4814 5.8450 0.000
H 0.8852 1.6609 6.0966 0.000
H 2.2599 1.8349 3.9822 0.000
H 1.1189 1.1430 1.8195 0.001
O -0.8906 -2.6121 -0.9364 0.071
N 0.4270 -2.7317 -0.8492 0.002
C 0.9536 -2.2604 0.2933 0.005
C 2.3649 -2.2990 0.4198 0.001
C 3.1609 -2.9181 -0.6203 0.004
C 2.5240 -3.3535 -1.7838 0.000
C 1.1554 -3.2851 -1.8269 0.004
H 0.3148 -1.8254 1.0133 0.000
H 2.7929 -1.9248 1.3265 0.000
H 4.2645 -2.8102 -0.5453 0.000
H 2.9778 -3.7321 -2.7482 0.000
H 0.6603 -3.4304 -2.7811 0.001
```

As for the energy relative to the best compared isomer or geometry (same formula, charge and spin): 21.8 kcal per mole. The largest force on an atom is 3.678 eV/Å. For the energy, the calculation gives -45031.8846 eV. Its multiplicity is 4. As for the frontier orbital gap (alpha / beta): 5.30 / 5.66 eV.

***

(5)
DFT (ωB97M-V/def2-TZVPD) results for a structure of composition C35H32NO2P2S3W.

XYZ file:
```
76
Properties=species:S:1:pos:R:3:lowdin_charge:R:1
W 0.4084 -1.2623 1.4971 1.145
S -1.5906 0.2930 1.5297 0.393
P -0.3544 1.4313 0.3815 0.501
C 1.0628 0.4898 0.5389 -0.715
P 2.7373 0.4419 0.8599 0.525
S 2.8186 -1.5561 1.3244 0.450
C 3.2565 1.4027 2.2892 -0.359
C 4.5809 1.8116 2.4232 -0.076
C 4.9809 2.4718 3.5757 -0.060
C 4.0641 2.7204 4.5860 -0.059
C 2.7434 2.3084 4.4543 -0.053
C 2.3350 1.6476 3.3079 -0.095
C 3.8228 0.8802 -0.5029 -0.348
C 4.2868 -0.0994 -1.3748 -0.083
C 5.0330 0.2688 -2.4849 -0.062
C 5.3036 1.6069 -2.7294 -0.063
C 4.8383 2.5880 -1.8629 -0.063
C 4.0999 2.2277 -0.7465 -0.096
C -0.3298 3.1469 0.9149 -0.332
C 0.8678 3.7968 1.1857 -0.077
C 0.8539 5.1356 1.5543 -0.058
C -0.3522 5.8125 1.6522 -0.061
C -1.5496 5.1604 1.3828 -0.061
C -1.5430 3.8272 1.0112 -0.078
C -0.8983 1.4537 -1.3355 -0.342
C 0.0126 1.9219 -2.2826 -0.072
C -0.3476 1.9590 -3.6193 -0.063
C -1.6129 1.5323 -4.0080 -0.067
C -2.5165 1.0695 -3.0638 -0.073
C -2.1610 1.0262 -1.7211 -0.106
H 5.2972 1.6120 1.6362 0.110
H 6.0092 2.7899 3.6843 0.112
H 4.3782 3.2370 5.4836 0.112
H 2.0303 2.4996 5.2451 0.114
H 1.3086 1.3206 3.2071 0.081
H 4.0661 -1.1417 -1.1818 0.081
H 5.4039 -0.4911 -3.1596 0.112
H 5.8864 1.8895 -3.5962 0.112
H 5.0573 3.6309 -2.0496 0.112
H 3.7531 2.9889 -0.0587 0.100
H 1.8044 3.2608 1.1255 0.071
H 1.7840 5.6446 1.7708 0.112
H -0.3598 6.8545 1.9436 0.112
H -2.4870 5.6943 1.4635 0.112
H -2.4727 3.3121 0.7976 0.109
H 1.0019 2.2452 -1.9753 0.106
H 0.3556 2.3182 -4.3591 0.110
H -1.8926 1.5634 -5.0529 0.110
H -3.5012 0.7410 -3.3704 0.110
H -2.8577 0.6593 -0.9774 0.081
O 0.7039 -3.1894 2.1195 -0.825
S 0.6479 -2.7140 3.6814 0.744
N 0.3076 -1.1599 3.3195 -0.625
C -5.6320 -5.8515 -2.6170 -0.027
C -4.6402 -5.1086 -1.7783 -0.219
C -3.6205 -4.3600 -2.3589 0.010
C -2.6833 -3.6897 -1.5992 -0.156
C -1.6077 -2.9052 -2.2941 -0.015
C -2.7801 -3.7673 -0.1812 -0.092
C -1.8799 -3.0991 0.6808 -0.135
O -0.8924 -2.4250 0.3082 -0.215
C -3.8219 -4.5264 0.4285 -0.178
C -3.9705 -4.6423 1.9246 -0.030
C -4.7208 -5.1769 -0.3845 0.007
H -5.6003 -5.5335 -3.6572 0.083
H -6.6427 -5.7111 -2.2342 0.091
H -5.4161 -6.9217 -2.5842 0.099
H -3.5551 -4.3012 -3.4388 0.124
H -1.7435 -2.9554 -3.3727 0.087
H -0.6193 -3.2942 -2.0482 0.097
H -1.6212 -1.8581 -1.9883 0.074
H -2.0594 -3.1636 1.7551 0.125
H -3.0856 -5.0832 2.3847 0.096
H -4.8196 -5.2775 2.1651 0.085
H -4.1476 -3.6701 2.3873 0.095
H -5.5155 -5.7581 0.0685 0.127
```

Its net charge is +1. As for the energy relative to the best compared isomer or geometry (same formula, charge and spin): 0.0 kcal per mole. The largest force on an atom is 0.868 eV/Å. For the energy, the calculation gives -95304.5357 eV. Its multiplicity is 1. As for the frontier orbital gap: 6.37 eV.